Record 1
Formula: C21H20Co2NO6
Source: the OMol25 dataset
Level of theory: the ωB97M-V functional and the def2-TZVPD basis

Values from the calculation:
relative energy (zero: lowest compared OMol25 entry of this formula, charge and spin)	156.6	kJ/mol

```
! RIJCOSX wB97M-V def2-TZVPD def2/J DEFGRID3
* xyz -1 1
H -3.52316 -0.62091 2.50826
H -2.05834 -2.12219 -3.62615
C -0.08968 -1.38726 4.32311
C 3.85052 2.72644 -2.68223
C 0.75239 -1.19733 3.05606
H -0.00939 -1.35349 -2.57278
H -0.73681 1.92539 2.80916
N -0.11550 -0.57661 2.02784
C -1.41558 -0.13089 2.64917
O 1.69140 -1.88626 -4.21185
O 0.66351 4.00915 -0.57909
Co 3.16259 -0.95172 -1.82296
H -0.44174 -2.42073 4.41245
C 2.28352 -1.53062 -3.30807
H -4.22117 1.04051 -1.73457
C -2.16890 0.90582 -1.21662
C -3.30935 0.46513 -1.83422
C -0.94025 0.21651 -1.41950
H 0.23224 1.46471 -0.14160
H -2.16087 1.83721 -0.67274
C 1.28390 3.31096 -1.22913
C 2.75303 0.72852 -0.76927
C 1.22922 1.79937 -3.70127
H -0.32143 -1.23995 1.27894
C 1.55055 0.30635 -1.46012
H -4.19164 -0.96686 -3.15727
O 2.90991 -2.99177 0.28867
H 2.71970 0.47552 0.29161
H 0.48800 -1.17698 5.23104
C 0.24396 0.65950 -0.86163
C 3.02570 -2.21408 -0.53625
C -1.59575 1.36886 2.43296
C 4.87276 -0.48748 -2.34234
H -2.20842 -0.84515 4.56687
H 1.18044 -2.14225 2.69687
H 1.59505 -0.52128 3.23781
O 0.59007 1.58103 -4.61558
C -2.09251 -1.30739 -2.91956
C -2.58227 -0.91787 2.04590
Co 2.20321 2.11510 -2.19442
H -1.10012 0.50589 4.72075
H -2.44810 -1.98914 2.20599
C -0.94241 -0.87942 -2.32664
O 4.87700 3.11216 -2.98400
C -3.28616 -0.65205 -2.66243
H -2.65449 -0.73578 0.97276
C -1.27745 -0.42598 4.17233
H -1.70601 1.59618 1.37748
O 5.92644 -0.20287 -2.66811
H -2.48765 1.72398 2.94433
*
```

Atomic partial charges in e from the Mulliken method, atoms 1 to 2:
1. H 0.451
2. H 0.446

Record 2
Formula: C21H20F16N2O2S
Source: the OMol25 dataset
Level of theory: the ωB97M-V functional and the def2-TZVPD basis

Values from the calculation:
SMILES	FC(F)C(F)(F)COC(F)(F)C(F)F.FC(F)C(F)(F)COC(F)(F)C(F)F.SCCCc1cnc2ccccc2n1
calculated total energy	-3068.28018	a.u.

```
! RIJCOSX wB97M-V def2-TZVPD def2/J DEFGRID3
* xyz 0 1
C 3.37444 0.56005 -0.66703
H 1.58252 -0.85219 3.43012
C 4.72860 -0.21375 -2.48176
C 2.93290 7.35831 1.33984
C -6.14555 -6.39903 -2.27744
C 3.16456 -0.77484 -0.25340
F -3.67112 -2.03196 -3.73644
C 0.17639 5.04530 2.76062
C 1.73370 5.07170 0.89002
C -4.89773 -6.30061 -1.39043
C 4.50833 -1.55211 -2.07817
F -3.62248 -4.67127 -4.26411
F -1.72179 -3.83787 -3.54749
F 1.28374 5.27430 3.48529
N 2.81121 1.59758 0.01381
H -1.87379 -5.80183 -2.40797
H 4.95014 -2.35700 -2.64939
H -0.69542 -3.24222 2.34644
H 2.50753 4.66589 1.54230
F -6.17157 -5.38618 -3.16365
H 5.34122 -0.01273 -3.34941
H 0.71073 0.63265 3.10850
H 4.34158 1.83791 -2.10650
C -3.63922 -2.90019 -2.69949
H -3.06369 -2.45935 -1.88074
C 1.85926 -0.06470 1.47295
F 2.26636 7.60931 2.48400
O -3.75485 -6.35968 -2.12907
F 0.98819 7.14433 0.02142
H -0.93048 -0.54275 1.69813
C 2.07503 1.28027 1.03579
N 2.40616 -1.06564 0.84038
F -0.36103 3.88056 3.20930
H 3.88561 6.87458 1.57036
C -2.80575 -5.31134 -2.13225
C -2.98573 -4.20125 -3.17288
F -4.94692 -5.21795 -0.59721
F 2.88291 6.30014 -0.69745
H 0.96183 -2.84233 1.91648
C -0.28908 -1.11063 2.37305
F -4.90633 -3.12242 -2.29547
H 1.59682 2.08745 1.58490
H 1.73179 4.45708 -0.00923
H 3.56614 -2.84164 -0.66508
C 0.99120 -0.32939 2.67604
H -0.84574 -1.20054 3.30838
H -6.15016 -7.35227 -2.80881
H -1.82142 5.84428 2.51735
F -0.46402 7.30986 2.52507
H -2.65695 -4.88967 -1.13785
C 3.74664 -1.82456 -0.98570
F -4.92309 -7.39189 -0.58572
C 2.09624 6.48029 0.40475
S -0.57609 -2.76270 0.09267
C 4.17589 0.81635 -1.79327
C -0.07122 -2.52542 1.81345
F -7.24154 -6.31193 -1.49089
H 0.20618 -1.85589 -0.50315
C -0.88567 6.12552 3.00360
F 3.17711 8.53496 0.72310
O 0.43946 4.88678 1.43378
F -1.08199 6.24223 4.33554
*
```

Atomic partial charges in e from the Mulliken method, atoms 1 to 2:
1. C 0.300
2. H 0.363

Record 3
Formula: C21H20F8N3O10PS2
Source: the OMol25 dataset
Level of theory: the ωB97M-V functional and the def2-TZVPD basis

Values from the calculation:
relative energy (zero: lowest compared OMol25 entry of this formula, charge and spin)	0.0	kJ/mol

```
! RIJCOSX wB97M-V def2-TZVPD def2/J DEFGRID3
* xyz 0 1
C -1.71272 2.88604 -2.67723
C -0.17381 1.69425 1.96968
H 2.24785 3.05744 0.71712
C -1.59441 -0.16026 0.48863
H 0.43431 2.53540 -3.00333
O 2.86511 0.15240 -0.33428
N -3.64110 0.71539 1.09608
H 0.28493 3.50912 6.83601
O 2.75516 -5.03635 -1.87136
F -0.73083 -1.23999 -2.43336
F 1.07770 -0.08461 -2.29399
C 0.52721 -1.24963 -1.90176
C 0.54663 0.70300 1.17782
C -0.17985 -0.22490 0.46356
F 1.19851 -2.13416 -3.93199
H -0.40205 1.57342 5.19148
C -3.94090 -4.28451 -1.18925
C 3.09905 -4.18336 -2.60305
F -0.26033 3.94813 -4.23205
N 0.49723 2.63130 2.79993
F 3.48719 -1.88864 -3.04230
H -2.08190 -6.34792 -1.58355
C 0.54050 2.11741 5.22890
H 2.58392 0.81260 -0.98272
O -0.02675 4.27462 -2.00761
H -0.59754 3.95254 5.37228
H 2.20941 2.60560 4.00336
H -1.92376 1.86127 -2.97287
C -0.75659 3.91579 -0.91213
S -3.89353 -0.57644 0.15931
H 3.31796 2.69468 2.12446
O 3.85898 -4.39380 -3.70240
P 2.38687 0.63324 1.16745
C 1.23605 -2.43815 -2.60526
H 1.52402 1.01138 3.70140
O -4.93622 -3.87806 -0.69348
F 3.04041 -2.48969 -1.00362
S -2.43672 3.01424 2.83861
C 1.27533 2.05853 3.90453
H 3.83198 2.37971 0.46665
O -2.88913 -4.78190 -0.49783
C -2.28604 -4.49267 -2.68011
H -0.91812 -5.09830 -1.09124
H 1.18090 4.17259 5.48972
H -2.60767 2.52311 4.07588
H -1.79131 -3.52448 -2.75985
F -2.05679 -5.20387 -3.81352
C 0.33302 3.54478 5.75090
O -0.57417 4.31396 0.18776
H 3.27743 -4.67216 -4.42351
O 0.47970 -2.45076 0.11625
N -2.40491 -1.02077 -0.15118
C 0.32952 -1.37311 -0.37142
C -0.31237 3.33181 -3.02843
F 0.50424 -3.55197 -2.46576
C -2.31895 0.81223 1.20577
C 2.98352 2.38171 1.14742
H 0.99053 3.33332 2.27606
O -3.68171 -4.29313 -2.52863
O -1.71374 3.01851 -1.25179
H -2.46567 3.54810 -3.10620
H 1.15562 1.58749 5.95833
C -1.55033 1.75102 1.95410
C 2.73150 -2.70554 -2.28388
C -1.93238 -5.27698 -1.43850
*
```

Atomic partial charges in e from the Mulliken method, atoms 1 to 2:
1. C -0.415
2. C -1.691

Record 4
Formula: C21H20I2N5OReSe
Source: the OMol25 dataset
Level of theory: the ωB97M-V functional and the def2-TZVPD basis

Values from the calculation:
relative energy (zero: lowest compared OMol25 entry of this formula, charge and spin)	50.9	kJ/mol

```
! RIJCOSX wB97M-V def2-TZVPD def2/J DEFGRID3
* xyz 3 2
C 4.10616 0.36104 -0.05718
H -4.62367 -1.86512 1.03590
Re -0.21222 0.56928 0.36028
C 2.88194 1.10416 0.18722
N -0.09334 0.62236 2.38401
C 0.27354 -0.22664 4.58077
H -4.33786 0.61938 -2.27576
C 2.95304 2.44024 0.61684
H -5.26789 0.39372 1.19508
H -5.21410 1.44670 -0.21607
N 3.95204 -0.86620 -0.51202
N 1.75194 0.40331 -0.07021
I -0.17170 4.06525 6.66970
H -3.11872 1.13283 1.77762
Se 2.28543 -1.25901 -0.73774
H -2.10457 1.12380 -1.76185
C -0.11893 2.13950 4.28655
C 0.13444 1.05799 5.12183
H 0.25250 -1.40050 2.78851
I -1.01648 5.65655 1.00269
H -1.70088 -0.62324 -1.78994
H 0.47795 -1.07763 5.21587
C -0.63832 4.19532 2.38937
H -3.89186 -1.08005 -2.43449
H -1.83323 -1.94454 0.17137
C -2.56358 -1.25287 0.60993
O -0.54930 2.45518 0.71799
N -4.59236 -0.51951 -0.55293
H 6.28245 0.39155 0.01958
C -4.01714 -1.63969 0.16156
C -3.25591 1.11111 0.69584
H 6.35179 2.73115 0.79823
C 5.37902 0.96232 0.18706
H 2.05133 3.02346 0.74787
H -2.45833 -1.26849 1.69431
H 4.26744 4.02823 1.08694
C -4.69269 0.64780 0.30741
C -0.47486 2.85286 1.96696
C -0.22032 1.86983 2.91294
C 4.19321 2.98640 0.80036
H -4.00212 -2.51989 -0.47742
C 5.40314 2.24637 0.61040
C -3.87135 -0.22134 -1.76736
C -0.53446 4.49762 3.74806
C -2.38224 0.13460 -1.38439
H -0.65136 5.52481 4.06587
H -3.03037 2.09459 0.29044
H 0.22123 1.20719 6.19200
C 0.15411 -0.41595 3.22744
C -0.28553 3.51537 4.69538
N -2.26794 0.13111 0.11429
*
```

Atomic partial charges in e from the Mulliken method, atoms 1 to 2:
1. C 0.372
2. H 0.333

Record 5
Formula: C21H20N2O5S
Source: the OMol25 dataset
Level of theory: the ωB97M-V functional and the def2-TZVPD basis

Values from the calculation:
SMILES	COc1cc(OC)cc(C(=O)NCC(=O)OCc2csc(-c3ccccc3)n2)c1
relative energy (zero: lowest compared OMol25 entry of this formula, charge and spin)	0.0	kJ/mol

```
! RIJCOSX wB97M-V def2-TZVPD def2/J DEFGRID3
* xyz 0 1
H -0.54244 -2.95856 -2.07506
C -3.26452 0.83642 -2.15514
H -4.20688 0.23361 2.52802
H 4.46495 -1.19571 2.05819
O 4.44806 2.03675 1.76532
C 4.30243 0.88358 1.45044
H 4.44886 -0.01119 3.42337
C -1.40717 -1.70824 0.15295
C 2.41379 1.76552 -0.70817
C -2.15805 1.37069 -1.52531
H 0.14918 0.48473 2.92370
H -0.96244 -4.18098 -0.84282
C -1.84101 -0.58686 -3.46079
O 4.16272 0.44269 0.20533
C 3.86702 1.41280 -0.80634
H -3.81909 1.45789 1.28741
N 1.50587 1.11117 -1.46580
H 2.11365 0.43467 2.77508
N 2.61664 -0.38404 2.46991
H 0.57638 -2.54642 -0.06494
C -3.63312 1.14159 2.31830
H 0.26620 -0.39367 -3.07889
C -1.59858 0.01097 1.83119
H -2.27233 2.14042 -0.77487
H -3.94359 1.93097 3.00094
C -0.73004 -0.06101 -2.83296
C -1.36081 -3.40629 -1.50479
H 4.49742 2.29594 -0.66461
H 2.39894 3.27375 0.88695
H 4.07529 0.92288 -1.75649
C -3.10973 -0.14467 -3.12105
O -2.07641 -2.43109 -0.78141
C -0.24131 -0.13329 2.13086
H -2.08163 -3.84974 -2.18970
H -4.25328 1.18538 -1.89445
O 2.57989 -2.20458 1.14376
C 0.29108 1.45439 -1.19923
C -2.17806 -0.77496 0.84953
C -0.87961 0.92320 -1.85419
S 0.17226 2.66814 0.07369
C 4.05954 -0.25533 2.43445
C 1.98435 -1.27717 1.65306
C -0.06059 -1.84369 0.44561
H -1.72132 -1.34787 -4.21780
C 1.88143 2.64923 0.18699
H -3.22060 -0.70136 0.59028
C 0.52347 -1.05746 1.43901
O -2.25960 0.94990 2.55936
H -3.97720 -0.56311 -3.60887
*
```

Atomic partial charges in e from the Mulliken method, atoms 1 to 2:
1. H 0.349
2. C -0.790

Record 6
Formula: C21H20N2O5S
Source: the OMol25 dataset
Level of theory: the ωB97M-V functional and the def2-TZVPD basis

Values from the calculation:
SMILES	COc1ccc(/C=C(/NC(=O)c2cccs2)C(=O)NCc2ccco2)cc1OC
relative energy (zero: lowest compared OMol25 entry of this formula, charge and spin)	158.3	kJ/mol

```
! RIJCOSX wB97M-V def2-TZVPD def2/J DEFGRID3
* xyz 0 1
C 7.72443 -0.91570 -0.34852
O -4.61690 -1.06471 -0.75544
C -3.05420 -3.80720 1.68183
H 3.58590 -1.46049 -0.54869
S 6.10383 -1.41208 -0.60350
H 0.28614 3.30804 -0.34349
C -2.42818 -0.23963 -1.44761
C 7.80292 0.31308 0.22835
N 0.66276 1.50281 0.55579
H 0.48260 0.87446 1.32086
O -3.56142 -2.81448 0.82762
C -3.52224 2.90690 -0.13117
H 8.52290 -1.56751 -0.64372
C -5.25243 -0.18206 -1.64635
C 4.08030 0.39273 0.21167
C -0.46885 -1.25331 -0.47855
H -3.92608 -4.30586 2.10231
C -2.67748 -2.03071 0.14754
H -5.02981 0.86225 -1.40443
H 1.35452 -2.38666 -0.19634
C 6.53702 0.87466 0.47703
H -4.51536 1.57655 1.28578
C -1.05040 -0.32226 -1.32772
H -4.25720 3.36039 -0.76707
O 3.69445 1.42347 0.72657
C 1.41782 1.07933 -0.47820
C 5.50400 0.06623 0.08498
C -0.01109 2.77996 0.56564
H -6.31950 -0.36242 -1.52503
H 8.73185 0.79895 0.46638
H -2.44806 -4.53902 1.13697
C -3.62386 2.02755 0.90097
N 3.22181 -0.56017 -0.26778
H -2.84615 0.48760 -2.12453
C -3.25721 -1.07154 -0.71468
C -1.30293 -2.11747 0.24155
H -0.84599 -2.84849 0.89057
H -0.43127 0.32479 -1.92681
O -2.23992 3.25200 -0.33525
H -2.45848 -3.37697 2.49445
C -1.49626 2.59667 0.57704
H -1.99922 1.18891 2.17076
C -2.30155 1.82392 1.36346
H 6.36925 1.83770 0.92330
H 0.31356 3.36028 1.43807
O 1.69036 1.74476 -1.45261
C 1.84739 -0.36135 -0.33831
H -4.96736 -0.38448 -2.68417
C 0.97556 -1.37942 -0.32950
*
```

Atomic partial charges in e from the Mulliken method, atoms 1 to 2:
1. C -0.394
2. O -0.432

Max |F|, respectively: 5.9; 0.6; 1.8; 2.7; 1.2; 0.9 eV Å⁻¹.